Record 1
Computed, not measured: an isolated molecule of C9H13NS in a non-equilibrium geometry, with wB97M-V/def2-TZVPD.

The structure (SMILES) is CC(C)N(S)c1ccccc1. The calculation puts the highest occupied orbital energy at -0.292 hartree.

Geometry as XYZ:
```
24
Properties=species:S:1:pos:R:3:nbo_charge:R:1
C 0.4869 0.0866 -0.8223 0.167
H -1.6256 2.3863 2.6004 0.216
C 1.5591 -0.3873 -0.1367 -0.288
N -0.7057 0.4903 -0.1437 -0.592
H -0.6505 -1.3218 1.8973 0.213
C -1.2103 -0.4914 2.2281 -0.646
H -0.7762 -0.4986 3.3044 0.227
C -1.8499 1.8312 1.6757 -0.617
C 0.4388 -0.0079 -2.2179 -0.270
H 3.2336 -1.6544 -0.1913 0.209
H -0.4864 0.2619 -2.7718 0.238
C 2.5951 -1.0825 -0.8170 -0.183
C 1.5107 -0.4511 -2.8901 -0.172
C 2.6963 -1.0274 -2.2155 -0.256
H -2.8479 1.4451 1.6597 0.210
H -1.8556 2.5340 0.8916 0.212
H -2.0704 -1.0298 -0.4607 0.086
H 1.7136 -0.4012 0.9949 0.220
H 0.1647 1.0834 1.5753 0.204
H 3.3768 -1.5808 -2.8722 0.220
H -2.2446 -0.6757 2.1905 0.213
H 1.5086 -0.4210 -3.9337 0.204
C -0.7963 0.6957 1.3398 -0.032
S -2.1647 0.2163 -0.8848 0.218
```



Record 2
Computed, not measured: a structure of composition C9H13NS2 in a non-equilibrium geometry, with wB97M-V/def2-TZVPD.

The calculation puts the highest occupied orbital energy at -0.322 hartree.

Geometry as XYZ:
```
25
Properties=species:S:1:pos:R:3:nbo_charge:R:1
H 0.8209 -2.4952 -0.0917 0.227
C -1.4669 -0.5118 -0.3368 -0.029
H -2.2017 -0.5423 2.8599 0.239
H 2.9988 -1.9784 -3.7325 0.230
H 2.5371 -3.1634 -0.4380 0.213
H -2.0136 2.3320 2.5607 0.212
C 2.8276 -1.3509 -2.8438 -0.437
S 1.1898 -0.3447 -2.7350 0.062
C 1.6984 -2.4932 -0.7146 -0.420
C -0.5023 1.2601 1.3523 -0.224
H -1.0131 3.4095 1.5105 0.206
C 1.9096 -1.7113 -1.7769 -0.102
H 1.3593 0.8961 0.3124 0.220
C -1.5426 2.4067 1.5779 -0.604
C -1.1871 -0.0562 0.9244 -0.120
H 0.0670 1.7543 -0.6596 0.213
S -2.8005 -1.9655 0.9962 0.625
C -1.9708 -0.7046 1.8305 -0.398
H -0.9357 -0.3638 -1.2639 0.217
C 0.4721 1.7137 0.3284 -0.612
H 3.5737 -0.6244 -2.7629 0.228
H 0.7731 2.7718 0.5223 0.214
H -0.1079 1.0082 2.4065 0.204
H -2.1732 2.2609 0.6782 0.213
N -2.3120 -1.5077 -0.5045 -0.580
```



Record 3
Computed, not measured: a cluster of 2 separate species, C9H13O in total, with wB97M-V/def2-TZVPD.

As for the multiplicity: 2. The calculation puts the highest occupied orbital energy (spin up / spin down) at -0.319 / -0.319 hartree.

Geometry as XYZ:
```
23
Properties=species:S:1:pos:R:3:nbo_charge:R:1
H 3.7300 -0.3632 0.7124 0.212
C -0.4112 -2.4022 0.1186 -0.635
H 0.0711 3.8614 -2.8871 0.410
H -1.6389 1.1753 -0.9023 0.209
O 0.3823 2.9222 -2.8172 -0.407
C 1.8337 -1.3355 0.4360 -0.199
H 0.3601 2.1513 -0.3157 0.213
H 2.7805 1.9372 0.2665 0.211
C -1.5092 0.2766 -0.2998 -0.424
C -2.3314 0.4746 0.9699 -0.593
H 0.1843 -3.2945 0.3218 0.214
H -1.2248 -2.4149 0.8546 0.217
C 2.1576 1.0553 0.2291 -0.213
C 0.4838 -1.1935 0.1450 -0.028
H -0.9035 -2.5801 -0.8447 0.218
C -0.0321 0.0795 -0.0962 -0.005
H 2.1870 -2.3486 0.6401 0.205
C 2.6819 -0.2342 0.4830 -0.217
C 0.8065 1.1859 -0.0768 -0.203
H -1.9656 -0.5548 -0.8367 0.207
H -1.9900 1.3607 1.5080 0.204
H -3.3940 0.6230 0.7462 0.207
H -2.2579 -0.3816 1.6453 0.201
```



Record 4
Computed, not measured: a structure of composition C9H13O4PV in a non-equilibrium geometry, with wB97M-V/def2-TZVPD.

As for the multiplicity: 4. As for the total charge: +2. The calculation puts the highest occupied orbital energy (spin up / spin down) at -0.588 / -0.587 hartree.

Geometry as XYZ:
```
28
Properties=species:S:1:pos:R:3:nbo_charge:R:1
O -0.4611 3.9780 -1.6564 -0.256
H -0.0807 -2.9686 0.8671 0.284
H -1.2169 0.1015 2.9903 0.249
H -1.1011 -2.1231 -0.3508 0.279
H 1.7539 0.0881 2.7125 0.257
C -1.2682 -0.7272 2.2748 -0.951
C -0.1150 -2.1311 0.1449 -0.938
C 1.6504 -0.7790 2.0448 -0.957
O 2.5635 0.9022 -0.8492 -0.295
H -2.2104 -0.6879 1.7124 0.269
P 0.1212 -0.6026 1.1137 1.074
C -0.1901 0.2639 -3.6840 -0.420
C 1.6403 1.3541 -0.2723 0.540
V 0.0376 1.8945 0.5354 0.298
C 0.0666 2.6345 2.3076 0.472
H -1.0324 -1.6505 -3.3776 0.212
H 2.5001 -0.8161 1.3471 0.279
C -1.5060 1.0613 -0.1833 0.519
H 0.8873 -1.5702 -3.4910 0.216
C -0.1039 -1.0588 -3.4969 -0.392
H 1.5621 -1.7071 2.6218 0.288
H -1.1331 0.8270 -3.5958 0.195
H 0.6979 0.8782 -3.9027 0.205
H 0.6686 -2.2568 -0.6195 0.283
O 0.0889 3.0414 3.4050 -0.230
C -0.2670 3.3061 -0.7208 0.540
H -1.1605 -1.7001 2.7644 0.287
O -2.3918 0.4484 -0.6415 -0.306
```



Record 5
Computed, not measured: a cluster of 3 separate species, C9H13OPS in total in a non-equilibrium geometry, with wB97M-V/def2-TZVPD.

The structure (SMILES) is S=Pc1ccccc1.C=CC.O. The calculation puts the highest occupied orbital energy at -0.297 hartree.

Geometry as XYZ:
```
25
Properties=species:S:1:pos:R:3:nbo_charge:R:1
C 1.7941 0.3154 0.3315 -0.160
O 2.9228 2.8629 -1.7949 -0.928
H -1.1292 0.6518 1.7783 0.212
H 2.6723 -3.3779 -0.0073 0.214
H -4.1313 -1.0391 0.2587 0.215
P -0.6589 0.1640 -1.0899 0.717
H -4.2078 0.2452 -0.9682 0.233
H -1.8650 -1.1062 1.3075 0.218
H 0.5032 -2.3905 -1.0805 0.228
C 3.0552 -0.2164 0.6451 -0.238
H 3.7030 3.2978 -1.8303 0.460
C -2.9399 0.7026 0.7204 -0.127
H 1.5779 1.2717 0.5481 0.209
C 2.3976 -2.4014 -0.0830 -0.205
C 3.3438 -1.5437 0.4929 -0.188
H -2.7881 1.8224 0.7314 0.219
C 1.2044 -1.8376 -0.5587 -0.160
H 3.1183 1.9477 -1.6937 0.470
S -1.5021 -1.2061 -2.2143 -0.491
C -1.9588 0.0483 1.3140 -0.460
H 3.6236 0.5561 1.1441 0.216
C 0.9332 -0.4563 -0.4737 -0.456
H -4.9789 0.2234 0.4567 0.219
H 4.3660 -1.7501 0.9159 0.224
C -4.0983 -0.0770 0.0449 -0.641
```



Record 6
Computed, not measured: a cluster of 2 separate species, C9H14 in total in a non-equilibrium geometry, with wB97M-V/def2-TZVPD.

The structure (SMILES) is Cc1ccccc1.CC. The calculation puts the highest occupied orbital energy at -0.329 hartree.

Geometry as XYZ:
```
23
Properties=species:S:1:pos:R:3:nbo_charge:R:1
H -0.7636 2.4689 -3.0011 0.199
H -1.7380 0.5551 3.2853 0.227
H 1.6462 2.5044 -2.6067 0.197
C 1.0112 1.9757 -1.8376 -0.598
H -1.9475 -1.9924 2.0418 0.206
C 1.3974 -1.2073 0.2823 -0.196
H -2.0311 0.9044 1.6108 0.220
H -0.9690 1.3002 -1.7605 0.192
C -0.4792 -0.4342 1.6435 -0.017
C 0.6961 -0.1568 0.9229 -0.232
C 0.8543 -2.5135 0.2084 -0.232
H -0.1556 0.7161 -3.1831 0.204
H 1.3319 0.9369 -1.4780 0.213
H -1.0621 -3.6014 0.5708 0.219
C -0.2757 1.5789 -2.5902 -0.598
C -1.0404 -1.7221 1.4209 -0.206
H 0.7196 2.6400 -1.1589 0.192
H 1.2157 0.7487 1.0677 0.211
H -0.5490 1.6192 2.1023 0.209
H 2.3668 -0.9794 -0.2549 0.216
C -0.3932 -2.7160 0.6710 -0.210
C -1.2505 0.6670 2.2373 -0.628
H 1.4158 -3.2925 -0.1940 0.213
```



Record 7
Computed, not measured: a cluster of 2 separate species, C9H14 in total in a non-equilibrium geometry, with wB97M-V/def2-TZVPD.

The structure (SMILES) is Cc1ccccc1.CC. The calculation puts the highest occupied orbital energy at -0.324 hartree.

Geometry as XYZ:
```
23
Properties=species:S:1:pos:R:3:nbo_charge:R:1
H 1.2952 2.4564 2.4393 0.221
H -2.8357 -1.9718 -2.0179 0.207
H -2.0708 -0.0024 0.2506 0.203
H -0.2656 2.4605 1.6612 0.217
C 1.0441 0.9551 0.9062 0.001
C 1.2949 -0.3877 1.2227 -0.234
C 2.2369 -0.7277 -1.1044 -0.219
H 1.1157 -0.7533 2.0965 0.190
H 1.9535 -2.3835 0.5896 0.215
H 0.1613 1.1995 2.7648 0.211
H 0.8368 2.3787 -0.6484 0.211
H -2.4970 0.5393 -1.3732 0.205
H -1.3113 -1.6061 -1.3199 0.205
H -3.7574 -0.1087 -0.2976 0.191
C 0.5130 1.8179 1.9871 -0.627
H 2.6294 -1.5088 -1.6305 0.213
C -2.6493 -0.2045 -0.5644 -0.596
C -2.3927 -1.6371 -1.0646 -0.619
C 1.8230 -1.2886 0.3123 -0.174
H 2.1118 1.1899 -2.2248 0.215
C 1.8694 0.5936 -1.3407 -0.215
C 1.3757 1.4510 -0.3378 -0.225
H -2.4810 -2.4616 -0.3061 0.204
```



Record 8
Computed, not measured: a cluster of 2 separate species, C9H14 in total in a non-equilibrium geometry, with wB97M-V/def2-TZVPD.

The structure (SMILES) is Cc1ccccc1.CC. The calculation puts the highest occupied orbital energy at -0.331 hartree.

Geometry as XYZ:
```
23
Properties=species:S:1:pos:R:3:nbo_charge:R:1
C 0.9894 1.2329 -1.6972 -0.643
H 0.8060 1.3829 -2.7524 0.224
H 1.6185 1.1008 2.1712 0.197
H 2.0463 1.2837 -1.4127 0.218
C 0.0976 -2.2375 -0.1988 -0.203
C -0.9328 -0.3116 -1.9905 -0.215
H 0.6576 2.0048 -1.0163 0.223
H 1.6206 -0.7392 0.1706 0.203
H 0.5855 -2.7634 0.6089 0.217
C -0.4949 0.8812 2.1059 -0.609
C 0.7575 1.6115 2.5882 -0.607
H 0.8879 1.6998 3.6655 0.206
H -0.4875 -0.1948 2.2968 0.204
C -1.5080 -1.5400 -1.8348 -0.207
H -1.4348 1.3444 2.4049 0.203
H -1.3621 0.4285 -2.6528 0.212
H -0.5029 0.9043 1.0150 0.207
H -1.6431 -3.3616 -0.6345 0.215
H -2.4330 -1.7813 -2.3281 0.208
C 0.7230 -0.9755 -0.3969 -0.229
C -1.0645 -2.4817 -0.8893 -0.225
H 0.7522 2.5916 2.0978 0.200
C 0.3215 -0.0799 -1.3206 0.001
```



What energy relative to the best compared isomer or geometry (same formula, charge and spin) values result from the calculations? In sequence: 1.3385 0.6843 0.8349 0.1770 1.8532 1.8221 1.9807 0.7250 eV.
What energy values result from the calculations? In sequence: -803.61028 -1201.75171 -425.88529 -1936.29458 -1165.41561 -351.26323 -351.25740 -351.30355 Eh.